No. 1
ORCA calculation (ωB97M-V/def2-TZVPD) on C12H32NO15RbS4 as an isolated structure in a non-equilibrium geometry.

Its maximum force is 3.9 eV/Å. The LUMO energy is -1.011 eV. The calculation puts the HOMO energy at -0.3327 Ha. The calculation puts the HOMO-LUMO gap at 8.0 eV. Its spin multiplicity is 1.

The geometry in XYZ format:
```
65
C12H32NO15RbS4 ωB97M-V/def2-TZVPD
O 0.402 16.392 12.876
H 7.372 17.457 9.740
C 2.629 20.753 9.594
H 2.351 19.699 9.584
C 1.014 20.673 15.947
H 5.432 24.938 10.580
O 5.148 21.803 9.889
H 3.353 24.638 15.810
S 4.428 20.853 8.984
H 1.416 17.267 14.481
H 5.808 18.527 7.960
O 5.759 25.816 15.064
H -1.618 16.759 14.590
H 2.327 24.860 18.598
S 5.290 24.604 14.358
H 3.919 24.343 9.864
H 1.441 25.230 17.180
H 6.776 19.588 8.883
C 3.992 24.335 12.018
S 0.646 17.522 11.712
H 0.502 15.762 14.715
C 1.064 23.237 17.912
O 1.739 20.533 18.602
H 2.844 16.880 12.629
H 1.178 21.483 15.236
C 4.347 24.925 10.680
H 0.184 23.147 17.276
S 2.301 21.008 17.331
O 2.925 21.309 13.010
O 2.142 22.655 17.288
H -0.810 17.558 15.896
O 3.708 19.580 14.071
C 1.355 24.705 18.131
H 3.066 23.617 14.444
H -0.800 18.455 14.529
H 2.888 16.584 10.953
H 0.875 22.747 18.867
N 3.878 20.573 13.340
C 0.482 16.752 14.260
O 4.415 20.862 7.488
H 4.312 23.012 15.561
C 5.982 18.848 8.987
Rb 6.560 19.546 15.236
O 6.222 23.548 14.029
H 4.021 25.962 10.610
H 6.416 18.046 11.085
H 0.049 20.506 16.425
O 3.678 20.658 16.937
O 5.021 20.928 13.135
C 6.363 17.741 10.040
H 0.528 25.108 18.715
O 0.082 17.028 10.486
H 5.816 16.805 9.929
H 3.014 18.252 11.571
O 0.290 18.838 12.177
C 3.834 23.906 15.161
H 4.301 23.317 12.254
C 2.501 17.296 11.681
H 1.298 19.688 15.578
C -0.769 17.405 14.818
O 4.807 19.356 9.457
H 2.675 21.042 10.644
H 2.042 21.450 8.995
H 2.911 24.377 12.156
O 4.586 25.219 12.938
```

No. 2
ORCA calculation (ωB97M-V/def2-TZVPD) on a 2-piece molecular cluster, C12H32NO2P2 overall in a non-equilibrium geometry.

Its maximum force is 1.9 eV/Å. The LUMO energy is -3.256 eV. The calculation puts the HOMO energy at -0.4094 Ha. As for the charge: +1. The calculation puts the HOMO-LUMO gap at 7.9 eV. Its spin multiplicity is 1.

The geometry in XYZ format:
```
49
C12H32NO2P2 ωB97M-V/def2-TZVPD
C -3.570 1.961 0.819
H 1.423 1.063 -3.043
N 1.793 -1.250 -2.115
H -3.554 -0.920 0.478
H 5.062 -2.284 0.507
H -3.772 0.784 3.199
C 5.135 -1.282 0.076
H -5.690 1.397 0.910
O 6.363 -0.671 0.425
P 1.049 0.130 -2.058
H 6.256 -1.316 2.406
P -1.119 -0.344 -2.294
H -5.197 2.627 2.041
H 3.684 1.698 2.220
O 3.846 -0.349 1.916
H -4.858 -0.336 2.357
H -3.980 0.341 -2.255
H 1.117 0.724 -0.782
H -5.113 0.223 -0.941
C -4.891 1.695 1.581
H 4.017 0.557 0.059
H 2.481 -1.259 -2.864
H 5.352 1.086 2.050
H 7.776 -0.564 1.881
H -1.752 0.731 -2.927
H -1.613 -1.554 -4.305
C -1.756 -0.615 -0.624
H -1.361 0.177 0.003
C -4.065 0.379 -1.169
H 5.119 -1.381 -1.015
H 7.386 -2.215 1.359
H -3.289 2.995 0.991
H -0.144 -2.108 -3.510
C -4.737 0.682 2.718
H -3.544 -1.687 -1.078
H -5.480 0.843 3.490
C -3.271 -0.772 -0.559
H 4.424 0.749 3.524
H -1.718 -2.606 -2.886
C -1.171 -1.791 -3.345
H -2.758 2.130 -1.174
C 6.968 -1.228 1.582
H -1.284 -1.540 -0.293
H -4.455 2.458 -1.024
C 3.951 -0.444 0.505
H 3.038 -0.924 0.142
C 4.358 0.863 2.444
C -3.673 1.781 -0.692
H -2.784 1.364 1.271
```

No. 3
ORCA calculation (ωB97M-V/def2-TZVPD) on C12H33ClIN2P2RhS as an isolated structure in a non-equilibrium geometry.

Its maximum force is 2.6 eV/Å. The expectation value of S² is 6.019. The value obtained for the energy above the lowest of the compared OMol25 structures with the same formula, charge and spin is 0.00 kJ/mol. The LUMO energy (alpha / beta) is -5.199 / -8.919 eV. The calculation puts the HOMO energy (alpha / beta) at -0.4693 / -0.5553 Ha. As for the charge: +2. The calculation puts the HOMO-LUMO gap (alpha / beta) at 7.6 / 6.2 eV. Its spin multiplicity is 5.

The geometry in XYZ format:
```
53
C12H33ClIN2P2RhS ωB97M-V/def2-TZVPD
C -0.403 -0.004 2.450
C -1.337 -2.694 -0.832
H 0.204 -2.823 -3.339
H 2.317 0.262 4.411
H 1.550 4.282 -0.728
C -1.516 -0.283 4.703
H 0.946 -2.740 1.280
C 0.915 -3.021 -2.527
N -1.483 -0.224 3.240
H 2.393 -2.595 0.241
H 1.067 3.869 -3.102
H -1.795 -2.266 0.068
H 0.968 3.323 0.675
H -3.513 -0.544 3.396
H -1.953 -0.939 -6.042
I -1.055 -0.268 -3.610
H -3.101 0.833 2.317
C -1.229 2.854 -1.433
H -1.717 2.633 -0.478
N 0.870 0.087 2.883
H -1.362 -3.793 -0.761
H -2.036 0.851 -5.797
H 1.906 -2.653 -2.812
H 2.447 2.819 -0.196
Rh 0.883 0.063 -0.783
H -2.410 -0.856 4.966
H 0.953 -4.100 -2.323
C 1.022 2.775 -3.103
H 0.702 0.775 4.899
S -0.754 0.205 0.713
H 1.103 -0.975 4.709
P 0.490 2.255 -1.457
H 1.941 1.281 1.482
C 1.366 -2.966 0.298
C 1.252 0.037 4.298
H 2.004 2.346 -3.308
H -1.634 0.717 5.155
H 1.355 -4.049 0.131
C -1.422 -0.042 -5.723
C 1.958 0.275 1.921
H -0.647 -0.799 5.121
H 2.903 0.111 2.454
C 1.455 3.272 -0.305
P 0.399 -2.178 -1.011
H -1.919 -2.382 -1.713
H -2.862 -0.880 1.762
H -1.207 3.941 -1.595
C -2.819 -0.192 2.620
H -0.465 0.079 -6.234
H 0.311 2.438 -3.863
H 1.861 -0.464 1.095
H -1.802 2.380 -2.242
Cl 2.900 -0.033 -1.969
```

No. 4
ORCA calculation (ωB97M-V/def2-TZVPD) on a 4-piece molecular cluster, C12H33NO8 overall in a non-equilibrium geometry.

As for the SMILES: COCCNCCOC.OCCO.OCCO.OCCO. Its maximum force is 1.5 eV/Å. The value obtained for the energy above the lowest of the compared OMol25 structures with the same formula, charge and spin is 0.00 kJ/mol. The LUMO energy is 0.370 eV. The calculation puts the HOMO energy at -0.3189 Ha. The calculation puts the HOMO-LUMO gap at 9.0 eV. Its spin multiplicity is 1.

The geometry in XYZ format:
```
54
C12H33NO8 ωB97M-V/def2-TZVPD
H -5.397 -1.145 1.049
H -0.137 -1.123 0.383
H 5.683 0.460 4.435
H -1.040 -1.887 -4.217
O -3.339 -1.793 -1.850
C -7.975 -1.416 0.606
H 3.207 3.276 4.315
H -8.089 -2.453 0.944
H 5.961 1.767 3.287
N 3.009 0.165 3.818
H -2.554 -0.919 -4.206
H 0.562 -0.021 -3.703
H 4.386 4.131 5.309
H -6.622 -0.316 -0.605
C 2.523 -1.062 3.196
H 4.491 0.207 2.285
H -7.211 -0.813 2.293
H 3.877 0.931 -4.505
H 3.348 -1.781 3.184
C -6.761 -1.361 -0.308
C 2.008 -0.911 1.772
O -7.884 -0.507 1.677
O 0.863 -0.059 1.830
C 4.062 0.838 3.070
O 4.831 2.195 4.966
H -3.158 -3.152 -3.387
H -8.860 -1.149 0.028
O -1.203 -0.489 -2.713
O 3.327 2.851 -5.128
H -1.724 -0.494 -1.903
H 1.698 -1.895 1.397
O 1.486 -0.031 -3.976
H 4.087 3.331 -4.791
H -4.143 -2.240 -1.579
H 2.188 0.755 3.888
H -0.797 0.474 0.846
H 0.694 0.350 -0.184
H 1.696 -1.475 3.774
H -1.805 -3.128 -2.268
H 3.228 1.963 -3.239
H 3.657 1.701 2.524
C 0.111 -0.084 0.634
C 5.201 1.306 3.941
C 3.128 1.701 -4.301
H 4.802 3.790 3.618
O -5.574 -1.799 0.365
C -1.807 -1.434 -3.592
H 1.659 1.070 -5.680
C -2.533 -2.488 -2.785
H 0.986 1.968 -4.339
H 2.742 -0.452 1.103
C 1.746 1.228 -4.596
C 4.277 3.411 4.499
H -6.909 -1.991 -1.182
```

No. 5
ORCA calculation (ωB97M-V/def2-TZVPD) on a single C12H33PSi3 molecule in a non-equilibrium geometry.

As for the SMILES: C[Si](C)(C)CP(C[Si](C)(C)C)C[Si](C)(C)C. Its maximum force is 3.7 eV/Å. The LUMO energy is 0.829 eV. The calculation puts the HOMO energy at -0.2997 Ha. The calculation puts the HOMO-LUMO gap at 9.0 eV. Its spin multiplicity is 1.

The geometry in XYZ format:
```
49
C12H33PSi3 ωB97M-V/def2-TZVPD
H 0.911 2.385 -3.664
H -3.880 -0.397 -0.388
H 4.436 2.219 -1.895
H -4.264 1.153 2.173
C 1.280 -4.123 2.317
C -3.251 1.122 2.294
H -1.749 -3.636 2.592
H -2.172 -2.971 0.911
H 3.606 2.498 -3.454
H 1.655 -2.058 -0.121
H -0.392 0.056 1.991
Si 2.009 2.101 -1.653
P 0.444 -0.216 -0.289
H 2.228 4.408 -1.515
H -1.675 -1.842 2.114
H -2.930 3.482 -0.218
H 0.560 -4.168 -1.189
H -3.460 0.715 -1.638
H 2.575 4.006 0.055
C -0.569 0.579 1.070
C 0.628 1.754 -2.815
Si -2.309 1.226 0.637
H 0.805 3.897 -0.533
H 1.779 -3.586 3.147
C -3.037 0.218 -0.775
H -0.294 1.993 -2.352
H 0.687 -5.009 2.608
C -1.981 2.930 -0.174
H -1.251 3.425 0.505
H 2.155 -4.491 1.775
H 0.496 0.720 -3.121
C 3.631 1.948 -2.493
H 0.080 1.461 1.041
C -0.222 -4.392 -0.456
H -1.501 2.902 -1.204
H 1.719 -1.473 1.574
H -2.772 1.831 2.979
C 1.989 0.778 -0.316
H -2.913 0.190 2.680
H 2.813 0.174 -0.714
C 1.050 -1.633 0.676
H -0.126 -5.423 -0.110
H -1.181 -4.154 -0.920
H 3.876 0.948 -2.798
H -2.203 -0.482 -1.004
C -1.545 -2.896 1.791
Si 0.111 -3.249 1.095
C 1.910 3.770 -0.783
H 2.243 1.313 0.570
```

No. 6
ORCA calculation (ωB97M-V/def2-TZVPD) on C12H34FeN2O10P as an isolated structure in a non-equilibrium geometry.

Its maximum force is 2.5 eV/Å. The expectation value of S² is 6.010. The value obtained for the energy above the lowest of the compared OMol25 structures with the same formula, charge and spin is 60.40 kJ/mol. The LUMO energy (alpha / beta) is 2.230 / 2.220 eV. The calculation puts the HOMO energy (alpha / beta) at -0.1445 / -0.1512 Ha. As for the charge: -1. The calculation puts the HOMO-LUMO gap (alpha / beta) at 6.2 / 6.3 eV. Its spin multiplicity is 5.

The geometry in XYZ format:
```
60
C12H34FeN2O10P ωB97M-V/def2-TZVPD
H 0.082 -2.021 0.872
H -0.787 -1.590 -4.152
H 2.904 0.093 -0.015
H -2.283 2.736 -0.760
H -1.727 1.069 4.425
C 1.186 -2.444 -0.764
O 3.355 -0.404 0.722
H -2.114 -2.054 -3.036
O 2.152 0.814 -1.446
H -0.207 2.082 1.411
H -4.562 0.053 0.354
H 5.147 -1.288 1.057
H -4.040 2.556 -1.110
H -0.288 -0.232 2.618
O 0.096 1.739 -2.111
H 1.134 0.801 2.415
C -4.133 -0.162 -0.626
H -2.653 0.794 -1.892
H -4.873 0.218 -1.339
H 1.554 -4.640 -0.890
Fe 0.268 0.231 -0.808
C -2.881 0.691 -0.825
O -0.415 -1.243 -2.171
O -3.494 2.298 0.843
H -2.050 -0.679 0.394
O 2.015 3.461 -1.837
O -1.043 0.713 5.009
H 1.525 -1.422 1.032
C 1.588 -3.797 -0.193
H 1.018 0.419 4.745
P 1.392 2.182 -1.357
H 6.080 -1.048 -1.179
H -4.262 4.155 0.551
H -3.931 -1.216 -0.813
H 4.163 -2.146 -0.092
H -0.809 -3.141 -1.410
N 0.794 -1.530 0.325
H 2.562 -3.752 0.293
H -2.606 4.111 1.175
C -3.193 2.165 -0.533
C -1.339 -1.312 -3.246
H -1.670 0.893 0.727
H 0.464 2.037 4.579
C 5.186 -0.463 -0.946
O -0.672 1.706 2.212
H 0.889 -4.122 0.590
C 0.139 0.746 2.868
H 3.610 0.230 -1.940
H -4.063 3.704 2.234
C 4.458 -1.124 0.216
O 0.806 2.026 0.119
C 0.033 -2.538 -1.784
H 5.503 0.529 -0.592
O 4.421 -0.341 -2.110
C -3.590 3.647 1.261
H 2.048 -2.030 -1.294
C 0.179 1.002 4.349
H 0.400 -3.045 -2.684
H -1.723 -0.310 -3.417
N -1.743 0.192 -0.023
```

| no. | molecular weight (g mol⁻¹) |
| --- | --- |
| 1 | 644.1 |
| 2 | 284.3 |
| 3 | 564.7 |
| 4 | 319.4 |
| 5 | 292.6 |
| 6 | 453.2 |